Density functional theory data (ωB97M-V/def2-TZVPD) for a molecular structure, C32H31N5O2RuS.

The geometry in XYZ format:
```
72
Properties=species:S:1:pos:R:3
Ru 0.8245 -2.5540 0.6670
O 0.2444 1.4196 -0.6181
C 2.9821 1.4544 -0.4826
C 3.3433 2.4433 -1.5356
C 2.8333 3.6757 -1.5988
C 2.1160 4.1929 -0.4786
C 2.0637 3.4787 0.7339
C 2.4021 2.1196 0.7113
C 2.0950 1.3743 1.9191
N 2.0943 0.1101 1.9761
C 1.6469 -0.4912 3.2135
C 0.1120 -0.6250 3.3132
N -0.4292 -1.5777 2.3551
C -1.6866 -1.8562 2.4651
C -2.5386 -2.6799 1.6838
C -3.9658 -2.5795 1.9051
C -4.9052 -3.2655 1.1661
C -4.4261 -4.0760 0.1302
C -3.0999 -4.2303 -0.0904
C -2.0885 -3.5206 0.6550
O -0.8690 -3.6339 0.3049
H 4.1145 2.0585 -2.2585
H 3.1817 4.2952 -2.4558
H 1.8148 5.2291 -0.5769
H 1.6379 3.8818 1.5963
H 1.7552 1.8947 2.8103
H 1.8371 0.1579 4.1195
H 2.0388 -1.5328 3.2600
H -0.3966 0.3192 3.3496
H -0.0424 -0.9312 4.3339
H -2.1687 -1.4845 3.4065
H -4.3120 -1.9445 2.7437
H -5.9761 -3.0647 1.3006
H -5.1832 -4.5172 -0.5259
H -2.7051 -4.8658 -0.9167
C -1.5005 2.2969 2.3842
C -1.7568 1.2217 1.2940
C -1.9649 1.7506 -0.1019
C -3.2655 2.0196 -0.5615
C -3.5385 2.3077 -1.8995
C -2.5421 2.1027 -2.8429
C -1.2375 1.8571 -2.4690
C -0.1091 1.4654 -3.3898
C -0.5551 1.4062 -4.8724
C -1.0115 1.6907 -1.0667
N 0.8349 0.2568 -1.1105
C 2.1042 0.3038 -0.9760
C 2.7305 -0.9594 -1.3375
C 3.8704 -1.1383 -2.1547
C 4.0916 -2.4862 -2.2185
C 3.1172 -3.0960 -1.4163
N 2.2695 -2.1919 -0.9006
H -1.5565 1.8032 3.3449
H -2.2817 3.0452 2.4045
H -0.5427 2.8318 2.2007
H -2.5224 0.5401 1.5354
H -0.8898 0.5578 1.3018
H -4.1206 2.0460 0.0486
H -4.5578 2.5112 -2.2503
H -2.8175 2.2454 -3.8769
H 0.2096 0.4546 -3.1802
H 0.7897 2.0576 -3.2703
H -1.4481 0.7973 -4.9580
H 0.2032 0.8502 -5.4585
H -0.8091 2.4097 -5.2486
H 3.8971 0.8440 -0.1756
H 4.3704 -0.2761 -2.5677
H 4.9434 -2.9606 -2.7527
H 3.0578 -4.1231 -1.1316
S 3.3776 -4.9742 4.1681
C 2.6672 -4.3031 2.9132
N 2.1487 -3.8389 2.0108
```

For the total energy, the calculation gives -2155.213052 a.u. As for the relative energy (zero: lowest compared OMol25 entry of this formula, charge and spin): 4.249 eV. The spin multiplicity is 6. The net charge is -1.